Entry from the Open Molecules 2025 dataset: 8 unconnected molecules or ions with the total composition C11H36N15O9 in a non-equilibrium geometry (the ωB97M-V functional and the def2-TZVPD basis).

Last column: Mulliken charge in e.
Atoms and positions in Å:
O -2.709 -0.759 0.839  -0.471
C -1.664 -1.702 0.704  0.470
O -2.156 -2.998 0.809  -0.533
C -0.952 -1.265 -0.601  -0.707
C -0.384 0.115 -0.023  -0.617
C 0.095 -0.460 1.338  -0.250
N -0.595 -1.485 1.718  -0.003
H -2.798 -0.619 1.792  0.349
H -2.405 -3.098 1.736  0.381
H -0.080 -1.936 -0.715  0.222
H -1.603 -1.143 -1.479  0.386
H -1.084 0.959 -0.016  0.348
H 0.516 0.311 -0.629  0.316
H 0.939 -0.088 1.938  0.620
H -0.497 -2.077 2.538  0.304
C 2.509 -0.904 4.910  0.664
O 1.451 -0.477 5.358  -0.663
N 2.563 -1.619 3.752  -0.158
N 3.704 -0.700 5.524  -0.389
H 3.408 -1.987 3.349  0.164
H 1.698 -1.785 3.287  0.021
H 3.696 -0.176 6.380  0.235
H 4.578 -1.040 5.171  0.177
C 3.276 -5.075 2.627  0.668
O 3.299 -3.900 2.268  -0.660
N 3.299 -5.437 3.938  -0.347
N 3.226 -6.105 1.742  -0.426
H 3.283 -6.388 4.254  0.177
H 3.336 -4.700 4.618  0.209
H 3.210 -5.873 0.767  0.217
H 3.207 -7.071 2.011  0.163
C 0.169 3.881 -0.080  0.743
O 1.063 3.195 -0.578  -0.692
N -0.245 3.706 1.210  -0.405
N -0.477 4.862 -0.760  -0.263
H -0.967 4.251 1.642  0.151
H 0.214 2.997 1.748  0.213
H -0.206 5.033 -1.716  0.095
H -1.203 5.427 -0.363  0.188
C -5.342 -1.121 4.060  0.719
O -4.266 -1.672 4.280  -0.668
N -6.358 -1.739 3.401  -0.393
N -5.605 0.154 4.456  -0.399
H -7.242 -1.307 3.210  0.168
H -6.202 -2.681 3.095  0.214
H -4.879 0.640 4.948  0.219
H -6.474 0.622 4.286  0.166
C -1.138 5.561 -4.190  0.685
O -0.730 5.974 -3.103  -0.804
N -0.313 5.343 -5.240  -0.317
N -2.454 5.282 -4.414  -0.384
H -0.618 4.992 -6.127  0.147
H 0.663 5.532 -5.108  0.247
H -3.091 5.431 -3.654  0.217
H -2.810 4.943 -5.287  0.162
C 0.751 -2.973 -4.553  0.556
O 0.939 -3.340 -5.697  -0.623
N 1.525 -2.020 -3.954  -0.258
N -0.250 -3.482 -3.775  -0.301
H 1.390 -1.702 -3.015  0.133
H 2.268 -1.625 -4.500  0.176
H -0.837 -4.184 -4.187  0.188
H -0.424 -3.196 -2.832  0.176
C 2.199 3.080 -4.561  0.632
O 1.830 3.685 -5.556  -0.656
N 3.071 2.031 -4.606  -0.393
N 1.751 3.430 -3.326  -0.070
H 3.382 1.531 -3.797  0.147
H 3.414 1.759 -5.509  0.233
H 1.115 4.205 -3.283  -0.012
H 2.015 2.975 -2.473  0.193

HOMO level, eV: -11.2
Largest force on an atom, eV/A: 3.067
Calculated total energy, hartree: -1939.2765
Net charge: +1